Run i
Here is 2 unconnected molecules or ions with the total composition C8H12N4 from the Open Molecules 2025 dataset. Energies are from ωB97M-V/def2-TZVPD.

Computed properties:
structure (SMILES)	Cc1c[nH]cn1.Cc1c[nH]cn1

Element x y z (Å)
C (-1.37, 1.65, 0.63)
C (-0.78, 1.33, -0.68)
C (0.77, 1.41, -2.13)
C (-1.45, 1.19, -1.87)
N (0.64, 1.47, -0.79)
N (-0.41, 1.23, -2.78)
H (1.60, 1.82, -2.70)
H (-0.69, 2.17, 1.28)
H (-1.69, 0.79, 1.25)
H (-0.45, 0.66, -3.64)
H (-2.49, 1.42, -2.13)
H (-2.23, 2.26, 0.40)
C (-0.88, -3.02, 1.70)
C (-0.14, -1.78, 1.23)
C (1.21, -0.11, 1.65)
C (0.84, -1.67, 0.21)
N (0.15, -0.75, 2.09)
N (1.73, -0.73, 0.56)
H (1.53, 0.81, 2.10)
H (-1.92, -2.89, 1.38)
H (-0.71, -3.21, 2.75)
H (2.60, -0.64, 0.05)
H (0.79, -2.19, -0.72)
H (-0.36, -3.90, 1.31)

Run ii
Here is 2 unconnected molecules or ions with the total composition C8H12N4 from the Open Molecules 2025 dataset. Energies are from ωB97M-V/def2-TZVPD.

Computed properties:
structure (SMILES)	Cc1c[nH]cn1.Cc1c[nH]cn1

Element x y z (Å)
C (1.35, -0.74, -2.64)
C (1.07, -1.73, -1.57)
C (0.49, -2.97, -1.75)
C (0.68, -2.50, 0.41)
N (1.18, -1.50, -0.24)
N (0.18, -3.42, -0.46)
H (1.25, -1.22, -3.61)
H (2.39, -0.43, -2.54)
H (0.46, -3.64, -2.60)
H (0.61, -2.70, 1.46)
H (-0.61, -4.03, -0.26)
H (0.65, 0.10, -2.62)
C (-0.06, 2.15, -0.32)
C (-0.57, 2.24, 3.20)
C (-0.52, 2.11, 1.07)
C (-1.81, 1.76, 1.46)
N (0.25, 2.36, 2.17)
N (-1.78, 1.77, 2.83)
H (-0.25, 2.45, 4.21)
H (-2.56, 1.59, 3.43)
H (-2.61, 1.67, 0.74)
H (0.80, 1.57, -0.66)
H (0.26, 3.16, -0.66)
H (-0.84, 1.94, -1.06)

Run iii
Here is 4 unconnected molecules or ions with the total composition C8H12N4 from the Open Molecules 2025 dataset. Energies are from ωB97M-V/def2-TZVPD.

Computed properties:
structure (SMILES)	CC#N.CC#N.CC#N.CC#N

Element x y z (Å)
C (-0.74, 0.02, -6.04)
C (-0.86, 0.56, -4.65)
N (-0.99, 0.94, -3.57)
H (-0.94, 0.83, -6.75)
H (-1.54, -0.71, -6.19)
H (0.19, -0.49, -6.29)
C (-0.41, 0.11, -0.08)
C (0.68, -0.88, -0.30)
N (1.48, -1.69, -0.45)
H (-1.01, 0.15, -0.99)
H (-0.03, 1.09, 0.18)
H (-1.02, -0.26, 0.75)
C (-3.48, 2.75, 4.58)
C (-2.60, 2.14, 3.56)
N (-1.88, 1.71, 2.75)
H (-4.51, 2.54, 4.31)
H (-3.35, 3.83, 4.65)
H (-3.27, 2.33, 5.57)
C (4.28, -2.92, 1.29)
C (3.67, -1.70, 1.93)
N (3.15, -0.79, 2.40)
H (5.19, -2.68, 0.75)
H (3.58, -3.20, 0.51)
H (4.41, -3.66, 2.08)

What is the stability order? It is run ii, run iii, run i, from most stable to least stable.

Run i
Here is a molecular structure, C40H46N6PPtS2Sb from the Open Molecules 2025 dataset. Energies are from ωB97M-V/def2-TZVPD.

Computed properties:
charge	+2

Element x y z (Å)
Pt (0.40, 0.00, -0.05)
N (-2.91, 2.14, 1.74)
C (-3.13, 1.83, 3.10)
C (-4.26, 2.32, 3.74)
C (-4.48, 2.02, 5.08)
C (-3.60, 1.21, 5.76)
C (-2.49, 0.69, 5.12)
C (-2.25, 1.01, 3.79)
S (-0.79, 0.39, 2.98)
N (-1.14, 0.67, 1.35)
C (-2.07, 1.46, 0.93)
C (-2.23, 1.59, -0.54)
C (-3.35, 2.17, -1.12)
C (-3.43, 2.25, -2.51)
C (-2.40, 1.72, -3.27)
C (-1.34, 1.12, -2.61)
N (-1.25, 1.07, -1.28)
H (-3.55, 2.79, 1.32)
H (-4.95, 2.96, 3.19)
H (-5.35, 2.43, 5.57)
H (-3.78, 0.97, 6.81)
H (-1.79, 0.05, 5.65)
H (-4.17, 2.54, -0.53)
H (-4.29, 2.71, -2.98)
H (-2.42, 1.77, -4.34)
H (-0.53, 0.67, -3.16)
C (1.86, -1.33, -3.00)
P (2.12, -0.26, -1.56)
C (2.61, 1.34, -2.28)
C (3.64, -0.92, -0.84)
H (2.76, -1.33, -3.61)
H (1.02, -0.98, -3.61)
H (1.65, -2.35, -2.68)
H (3.52, 1.21, -2.87)
H (2.78, 2.05, -1.47)
H (1.82, 1.72, -2.92)
H (4.40, -1.02, -1.61)
H (3.45, -1.90, -0.40)
H (4.01, -0.25, -0.06)
C (2.80, 4.96, 2.53)
C (3.50, 3.94, 1.61)
C (3.03, 2.55, 1.84)
N (2.24, 1.87, 1.08)
N (1.97, 0.60, 1.54)
C (2.59, 0.31, 2.65)
N (2.50, -0.87, 3.29)
S (3.55, 1.63, 3.25)
H (3.22, 5.95, 2.36)
H (2.95, 4.71, 3.58)
H (1.73, 4.99, 2.33)
H (4.57, 3.98, 1.78)
H (3.31, 4.20, 0.57)
H (2.00, -1.64, 2.87)
H (3.07, -1.05, 4.10)
C (-1.38, -2.37, -2.67)
C (-0.63, -3.64, -2.40)
C (-0.46, -4.56, -3.43)
C (0.15, -5.79, -3.22)
C (0.60, -6.12, -1.95)
C (0.46, -5.21, -0.91)
C (-0.13, -3.97, -1.13)
Sb (-0.40, -2.65, 0.55)
C (1.08, -3.48, 1.88)
C (2.31, -3.79, 1.31)
C (3.33, -4.34, 2.07)
C (3.11, -4.61, 3.41)
C (1.89, -4.29, 3.99)
C (0.86, -3.71, 3.24)
C (-0.42, -3.33, 3.95)
C (-2.20, -3.60, 1.29)
C (-2.06, -4.95, 1.63)
C (-3.14, -5.66, 2.11)
C (-4.37, -5.02, 2.26)
C (-4.50, -3.69, 1.91)
C (-3.42, -2.95, 1.42)
C (-3.61, -1.50, 1.07)
H (-1.35, -2.12, -3.74)
H (-0.97, -1.53, -2.10)
H (-2.44, -2.49, -2.40)
H (-0.83, -4.32, -4.42)
H (0.25, -6.49, -4.03)
H (1.06, -7.08, -1.76)
H (0.83, -5.47, 0.07)
H (2.47, -3.61, 0.25)
H (4.29, -4.57, 1.61)
H (3.89, -5.07, 4.01)
H (1.73, -4.49, 5.04)
H (-0.20, -2.97, 4.95)
H (-1.08, -4.20, 4.05)
H (-0.96, -2.56, 3.42)
H (-1.10, -5.45, 1.51)
H (-3.04, -6.70, 2.36)
H (-5.22, -5.57, 2.64)
H (-5.46, -3.19, 2.02)
H (-4.66, -1.30, 0.83)
H (-3.00, -1.22, 0.20)
H (-3.33, -0.87, 1.91)

Run ii
Here is a molecular structure, C40H46N6PPtS2Sb from the Open Molecules 2025 dataset. Energies are from ωB97M-V/def2-TZVPD.

Computed properties:
charge	+2

Element x y z (Å)
Pt (-0.46, -0.03, 0.27)
N (-4.84, -1.07, -0.02)
C (-5.08, -2.43, 0.27)
C (-6.34, -2.83, 0.67)
C (-6.57, -4.16, 0.98)
C (-5.54, -5.09, 0.91)
C (-4.27, -4.68, 0.51)
C (-4.04, -3.36, 0.18)
S (-2.44, -2.88, -0.42)
N (-2.48, -1.18, -0.27)
C (-3.60, -0.52, -0.17)
C (-3.54, 0.97, -0.21)
C (-4.62, 1.77, -0.57)
C (-4.46, 3.14, -0.58)
C (-3.22, 3.67, -0.25)
C (-2.18, 2.81, 0.05)
N (-2.33, 1.49, 0.07)
H (-5.62, -0.45, 0.11)
H (-7.14, -2.11, 0.74)
H (-7.56, -4.47, 1.29)
H (-5.71, -6.12, 1.15)
H (-3.47, -5.40, 0.45)
H (-5.57, 1.34, -0.86)
H (-5.28, 3.78, -0.84)
H (-3.05, 4.74, -0.25)
H (-1.18, 3.18, 0.27)
C (0.26, 0.30, 3.77)
P (-0.77, -0.43, 2.49)
C (-2.44, 0.12, 2.97)
C (-0.75, -2.20, 2.87)
H (-0.04, -0.11, 4.74)
H (0.13, 1.38, 3.80)
H (1.31, 0.08, 3.61)
H (-2.59, -0.07, 4.04)
H (-3.19, -0.44, 2.42)
H (-2.56, 1.18, 2.78)
H (-1.17, -2.35, 3.87)
H (0.26, -2.57, 2.85)
H (-1.34, -2.75, 2.14)
C (-3.45, 1.31, -4.74)
C (-1.97, 1.65, -4.69)
C (-1.24, 0.76, -3.74)
N (-1.00, 1.07, -2.52)
N (-0.36, 0.07, -1.84)
C (-0.15, -1.00, -2.56)
N (0.41, -2.12, -2.08)
S (-0.70, -0.84, -4.19)
H (-3.96, 1.96, -5.45)
H (-3.90, 1.44, -3.76)
H (-3.61, 0.28, -5.06)
H (-1.81, 2.67, -4.35)
H (-1.52, 1.56, -5.68)
H (0.81, -2.10, -1.15)
H (0.72, -2.84, -2.71)
C (1.48, 3.03, 1.88)
C (2.56, 2.23, 2.56)
C (3.18, 2.73, 3.70)
C (4.21, 2.03, 4.31)
C (4.65, 0.84, 3.77)
C (4.03, 0.32, 2.64)
C (2.97, 1.00, 2.05)
Sb (2.10, 0.29, 0.27)
C (2.84, -1.69, 0.05)
C (2.69, -2.49, 1.18)
C (3.10, -3.81, 1.20)
C (3.66, -4.35, 0.05)
C (3.79, -3.57, -1.08)
C (3.38, -2.24, -1.12)
C (3.52, -1.50, -2.41)
C (3.31, 1.50, -0.98)
C (4.66, 1.17, -0.83)
C (5.63, 1.90, -1.49)
C (5.25, 2.96, -2.30)
C (3.92, 3.29, -2.43)
C (2.92, 2.57, -1.77)
C (1.50, 2.98, -1.95)
H (1.13, 3.83, 2.53)
H (0.62, 2.40, 1.61)
H (1.87, 3.49, 0.97)
H (2.86, 3.68, 4.10)
H (4.69, 2.44, 5.19)
H (5.47, 0.30, 4.23)
H (4.39, -0.61, 2.23)
H (2.27, -2.06, 2.08)
H (2.99, -4.40, 2.09)
H (3.99, -5.37, 0.04)
H (4.22, -4.00, -1.97)
H (3.32, -2.18, -3.24)
H (4.54, -1.12, -2.55)
H (2.85, -0.65, -2.50)
H (4.96, 0.36, -0.18)
H (6.67, 1.65, -1.37)
H (6.00, 3.53, -2.82)
H (3.64, 4.13, -3.04)
H (1.42, 4.07, -2.03)
H (0.87, 2.66, -1.12)
H (1.08, 2.55, -2.85)

What is the stability order? It is run ii, run i, from most stable to least stable.